(1)
The following is a DFT calculation (wB97M-V/def2-TZVPD) of a 2-piece molecular cluster, C3H4Cl2N2 overall at a distorted geometry.

Structure (XYZ):
```
11
Properties=species:S:1:pos:R:3:forces:R:3
C -1.899660 0.546188 -2.208656 2.6 2.9 0.0
C -1.046619 1.388367 -2.183425 1.5 0.4 -0.6
C 0.403209 -0.851383 2.207082 0.4 0.6 2.3
N 0.697430 0.561277 0.499159 -1.2 2.4 -1.2
N 0.813030 -0.538606 1.012942 0.0 -1.7 1.8
Cl 1.874192 1.239115 -0.524112 0.6 -0.7 0.3
Cl 1.167949 -2.186653 -0.002862 0.1 0.2 -0.2
H -2.505359 -0.217516 -2.044404 -2.6 -2.7 0.4
H -0.105477 1.969901 -2.291901 -1.6 -0.5 0.3
H 0.331479 0.010038 3.028215 0.2 -2.0 -2.2
H 0.269827 -1.920726 2.507957 0.0 1.3 -0.7
```
Positions in Å, forces in eV/Å.

Properties
Energy above the lowest of the compared OMol25 structures with the same formula, charge and spin = 6.481 eV
Gap between HOMO and LUMO (alpha / beta) = 7.92 / 7.92 eV

Atomic partial charges in e from the natural (NBO) method, atoms 1 to 8:
1. C -0.230
2. C -0.232
3. C -0.122
4. N -0.260
5. N -0.037
6. Cl 0.131
7. Cl -0.165
8. H 0.208

(2)
The following is a DFT calculation (wB97M-V/def2-TZVPD) of one molecule with the formula C3H4Cl2N2 at a distorted geometry.

Structure (XYZ):
```
11
Properties=species:S:1:pos:R:3:forces:R:3
C 2.968546 0.054643 -0.767996 -4.1 1.3 -3.0
N 1.685303 0.025155 -0.458554 4.1 -0.3 1.3
N 1.601053 -0.563696 0.910370 0.4 0.7 -2.1
C 0.411577 -0.449019 1.264060 -1.1 -1.8 0.5
C -0.837495 0.013511 0.606080 -0.1 -0.2 -2.0
Cl -1.601439 -1.200191 -0.597511 0.9 0.7 1.2
Cl -0.972791 1.605577 -0.071357 0.3 0.5 -0.1
H 3.729231 -0.448806 -0.237491 0.8 -0.2 0.8
H 3.148094 0.563068 -1.811494 0.0 -1.1 2.2
H -0.001603 -0.949804 2.155616 1.4 0.1 0.3
H -1.374068 -0.001038 1.488547 -2.6 0.2 0.9
```
Positions in Å, forces in eV/Å.

Properties
Energy above the lowest of the compared OMol25 structures with the same formula, charge and spin = 2.293 eV
SMILES = C=N/N=C\C(Cl)Cl
Gap between HOMO and LUMO = 9.82 eV

Atomic partial charges in e from the natural (NBO) method, atoms 1 to 8:
1. C -0.047
2. N -0.295
3. N -0.241
4. C 0.067
5. C -0.243
6. Cl -0.049
7. Cl 0.035
8. H 0.188